2 unconnected molecules or ions with the total composition ClFI2Si, computed with the ωB97M-V functional and the def2-TZVPD basis.

DFT total energy, Eh: -1445.01307
Spin multiplicity: 1
Largest force on an atom, eV/Å: 2.29

```
5
Properties=species:S:1:pos:R:3:forces:R:3
F -1.17703 1.13010 -1.21646 0.04 -0.03 0.17
Si -0.49622 0.27671 -0.04556 1.02 -0.25 -2.04
Cl -0.70547 1.22165 1.63964 -0.33 0.99 1.81
I 3.74784 -0.71879 -0.25285 -0.35 0.09 0.01
I -1.36913 -1.90967 -0.12478 -0.38 -0.81 0.05
```
Positions in Å, forces in eV/Å.

A molecular structure, C37H35BrF4GeN2O2P2Pt, computed with the ωB97M-V functional and the def2-TZVPD basis.

DFT total energy, Eh: -7542.50386
⟨S²⟩: 0.754
Charge: +3
Spin multiplicity: 2
Largest force on an atom, eV/Å: 0.65

```
85
Properties=species:S:1:pos:R:3:forces:R:3
Pt 0.35855 1.13923 0.90029 -0.32 0.56 -0.02
F 5.10564 -0.79070 5.52267 0.00 0.00 -0.03
C 4.44041 -0.62408 4.40801 -0.05 0.03 0.09
C 5.00366 -0.97624 3.19230 -0.02 0.00 -0.09
F 6.21546 -1.47682 3.13876 -0.01 0.00 0.01
C 4.27014 -0.78500 2.02877 0.05 0.00 0.05
F 4.83476 -1.10997 0.87093 0.01 0.00 -0.02
C 2.98604 -0.25164 2.03487 0.28 -0.18 -0.25
P 2.10477 -0.12064 0.45531 -0.12 -0.22 0.14
C 2.99275 1.05723 -0.57352 0.21 -0.10 -0.20
C 3.92030 1.94625 -0.03168 -0.08 0.06 0.02
C 4.54489 2.87714 -0.84880 -0.01 0.01 0.02
C 4.24951 2.91992 -2.20482 0.05 0.00 0.01
C 3.31515 2.04302 -2.74907 -0.02 -0.01 -0.05
C 2.68238 1.11435 -1.93767 0.08 0.03 0.02
C 2.07086 -1.73136 -0.30756 0.31 0.09 -0.23
C 1.19723 -2.69251 0.18810 0.09 -0.07 0.11
C 1.21272 -3.97492 -0.33081 -0.01 -0.02 0.01
C 2.10045 -4.29581 -1.35074 0.00 0.00 0.01
C 2.98558 -3.34282 -1.83882 0.00 0.01 0.01
C 2.98337 -2.06080 -1.31465 -0.07 0.00 -0.06
C 2.45756 0.09668 3.26941 -0.11 0.00 0.14
Br 0.70588 0.80841 3.43622 -0.02 -0.06 0.08
C 3.15660 -0.08350 4.44161 0.07 -0.01 0.07
F 2.62493 0.25092 5.60575 -0.01 0.00 -0.02
H 4.16102 1.91940 1.02366 0.01 -0.02 0.00
H 5.27658 3.55430 -0.42974 0.01 -0.01 0.01
H 4.77346 3.61804 -2.84578 0.04 0.00 -0.03
H 3.11835 2.04821 -3.81443 0.01 -0.01 -0.02
H 1.99193 0.40204 -2.37245 0.13 0.00 0.00
H 0.53439 -2.43736 0.99983 -0.06 -0.03 0.09
H 0.54122 -4.72758 0.06112 0.01 0.01 0.00
H 2.11169 -5.29860 -1.75651 0.00 0.00 0.00
H 3.68636 -3.60356 -2.62010 0.00 0.00 0.01
H 3.69093 -1.32941 -1.68185 0.02 -0.04 0.01
C -1.90371 -1.96456 0.23198 -0.19 -0.04 -0.01
Ge -1.71931 -0.05247 0.08266 0.30 0.09 0.20
C -1.95400 0.60566 -1.71331 -0.23 0.02 -0.14
C -0.91410 0.82853 -2.61260 0.10 -0.03 0.10
C -1.18267 1.20488 -3.92205 -0.02 0.00 -0.01
C -2.49640 1.34954 -4.34621 -0.03 0.00 0.01
C -3.54396 1.12172 -3.46102 0.06 0.01 -0.05
C -3.27513 0.75446 -2.15123 0.01 0.03 0.04
C -2.47960 0.94606 1.57713 -0.18 0.11 0.08
C -2.55776 0.20685 2.74621 0.09 -0.13 -0.08
C -3.21940 0.66721 3.89803 0.00 0.04 -0.02
C -3.82955 1.88792 3.87225 -0.01 -0.03 0.01
C -3.79809 2.69193 2.70421 -0.08 0.12 0.07
C -4.52283 3.91683 2.66938 0.13 -0.06 -0.03
C -4.55395 4.67796 1.53352 0.04 0.03 -0.03
C -3.83940 4.24888 0.38838 -0.15 0.04 -0.04
C -3.13596 3.07558 0.39790 0.09 -0.07 0.01
C -3.10185 2.24532 1.55123 -0.07 -0.05 -0.23
H -2.97286 -2.18027 0.14790 -0.01 0.05 -0.02
H -1.55348 -2.38388 1.17082 -0.01 0.03 0.01
H -1.39912 -2.43659 -0.60814 0.02 -0.02 0.03
H 0.11380 0.68287 -2.29813 -0.15 0.02 0.00
H -0.37217 1.35674 -4.62386 0.01 -0.01 0.01
H -2.70676 1.62234 -5.37171 0.00 0.01 0.00
H -4.56732 1.21988 -3.79749 -0.01 -0.01 0.02
H -4.10748 0.58455 -1.47462 0.00 -0.01 -0.01
H -2.11698 -0.78430 2.77932 -0.02 0.01 0.03
H -3.27559 0.03977 4.77708 0.03 0.00 0.00
H -4.37702 2.24453 4.73660 0.01 0.01 -0.01
H -5.08729 4.21209 3.54623 0.03 0.00 -0.01
H -5.14932 5.58208 1.49380 0.01 -0.02 0.00
H -3.90140 4.83279 -0.52334 0.01 -0.01 0.01
H -2.63332 2.75244 -0.50470 0.01 0.00 0.04
N -1.37985 5.36952 2.06698 -0.09 0.00 0.07
C -0.55899 5.92476 0.94143 -0.10 -0.10 0.01
P 0.57404 4.59522 0.32592 0.20 0.12 -0.29
O 2.00027 4.96417 0.49762 -0.02 -0.02 0.11
O -0.03420 3.34773 0.93093 -0.34 -0.18 0.16
C 0.40082 4.49892 -1.52283 0.09 0.01 -0.06
N 1.69948 5.02110 -2.08042 -0.17 0.13 -0.04
H -1.05609 5.69570 2.97784 -0.03 0.02 0.01
H -1.29761 4.33881 2.03046 -0.01 -0.03 0.03
H -2.38055 5.58410 1.96638 0.05 -0.01 0.10
H 0.00847 6.78353 1.29223 0.02 -0.01 -0.02
H -1.24824 6.24569 0.16182 0.05 0.02 -0.02
H -0.43454 5.04606 -1.95329 -0.01 0.01 0.02
H 0.30389 3.44997 -1.80668 -0.01 0.00 0.02
H 2.34870 5.05635 -1.25639 0.03 -0.02 -0.03
H 1.61265 5.96427 -2.46070 -0.02 0.01 0.02
H 2.08410 4.42297 -2.81126 0.05 -0.09 0.05
```
Positions in Å, forces in eV/Å.

A single C5H13NS2 molecule, computed with the ωB97M-V functional and the def2-TZVPD basis.

DFT total energy, Eh: -1049.41430
Spin multiplicity: 1
Largest force on an atom, eV/Å: 2.35

```
21
Properties=species:S:1:pos:R:3:forces:R:3
S 3.77025 1.52064 -1.21786 0.00 -0.35 -0.06
S 2.54943 1.66986 0.41590 0.22 0.46 0.50
C 1.36474 0.31727 0.45836 0.18 -0.52 -0.13
C 0.24864 0.40408 -0.60444 -0.75 -1.59 1.56
C 0.70330 -0.31152 -1.86811 0.39 0.75 0.00
N -0.98395 -0.29992 -0.15226 0.61 0.69 -0.55
C -1.46092 -0.10317 1.21317 0.17 -0.64 -1.11
C -2.91413 -0.51314 1.23578 -1.16 -0.68 0.62
H 4.66940 0.63169 -0.74127 -0.08 0.15 -0.01
H 1.00553 0.34106 1.48944 -0.27 0.55 -0.05
H 1.88331 -0.64794 0.46949 0.02 0.02 -0.51
H -0.05533 1.44734 -0.68391 0.42 0.19 -0.53
H 0.65514 -1.38839 -1.70901 -0.35 -0.06 -0.07
H 1.76030 -0.13094 -2.06214 -0.14 0.32 -0.20
H 0.10450 0.02309 -2.70899 -0.02 -0.32 -0.25
H -1.09712 -1.20223 -0.59140 -0.03 -0.07 0.55
H -1.29886 0.95700 1.40212 -0.27 0.09 0.38
H -0.87317 -0.68848 1.92855 -0.08 0.09 0.28
H -3.42765 -0.56080 2.20567 0.50 0.69 0.17
H -3.52475 0.09493 0.57293 0.10 0.11 -0.08
H -3.07864 -1.56045 0.94796 0.53 0.12 -0.50
```
Positions in Å, forces in eV/Å.

A molecular structure, C4H6O3Tl, computed with the ωB97M-V functional and the def2-TZVPD basis.

DFT total energy, Eh: -552.66639
Charge: +3
Spin multiplicity: 1
Largest force on an atom, eV/Å: 4.36

```
14
Properties=species:S:1:pos:R:3:forces:R:3
O -0.24389 0.91962 0.01925 -0.92 2.54 1.36
C -0.73190 0.07941 -0.88467 -2.75 -2.66 2.09
C -2.17931 -0.00052 -1.15232 0.00 1.03 -0.63
H -2.34182 -0.39866 -2.15564 -0.09 -0.32 0.02
H -2.66440 -0.62873 -0.39164 0.15 -0.39 -0.05
H -2.63986 0.99308 -1.05592 0.16 -0.07 -0.10
C 2.05295 -0.82703 1.37619 -0.67 -0.20 4.12
O 1.70783 -0.98276 2.44733 1.34 0.06 -3.34
Tl 1.71687 0.36526 -0.55088 3.14 -0.61 0.19
O 0.09288 -0.84472 -1.06053 -0.07 -0.31 -3.10
C -1.00791 1.16384 1.36863 -1.66 1.91 0.05
H -1.62036 0.32227 1.70216 0.82 -0.56 -0.33
H -0.32416 1.61424 2.08889 0.45 -0.46 -0.25
H -1.70581 1.96065 1.09639 0.10 0.04 -0.03
```
Positions in Å, forces in eV/Å.

10 unconnected molecules or ions with the total composition C2H24N4O10, computed with the ωB97M-V functional and the def2-TZVPD basis.

DFT total energy, Eh: -1061.73087
⟨S²⟩: 0.773
Charge: +1
Spin multiplicity: 2
Largest force on an atom, eV/Å: 3.95

```
40
Properties=species:S:1:pos:R:3:forces:R:3
O -2.16490 1.03097 0.75362 -0.63 0.27 -1.35
H -2.04023 1.97674 0.67476 -0.07 0.03 0.29
H -1.74756 0.80232 1.58415 0.68 -0.21 1.40
O -1.04673 0.29973 3.10217 -0.50 0.57 -0.35
H -1.84113 0.02557 3.56043 -0.20 -0.05 0.39
H -0.57418 -0.51522 2.93251 0.80 -0.80 -0.02
O 1.62425 0.16228 -3.90750 0.11 0.49 -0.37
H 0.81925 0.62620 -4.13766 -0.16 -0.04 -0.25
H 1.34900 -0.49182 -3.26515 -0.16 -0.12 0.21
O 3.87059 0.34548 -1.99869 -0.10 -0.03 -0.15
H 4.33747 -0.46330 -1.78858 0.29 -0.15 0.06
H 3.39928 0.56615 -1.19532 -0.05 0.14 0.30
O -2.18850 -1.72116 -0.10564 0.28 -0.20 -0.12
H -2.97287 -1.95646 -0.60125 -0.18 -0.17 -0.19
H -2.49681 -1.09317 0.54766 -0.09 0.42 0.12
O 2.26027 1.40604 2.15210 0.34 0.24 0.49
H 2.35548 2.31014 1.85248 0.12 0.22 0.06
H 1.78934 0.96685 1.44388 -0.27 -0.35 -0.37
O 0.91091 -1.55807 -1.87205 0.11 -0.02 0.09
H 1.67668 -2.12758 -1.94610 0.38 -0.26 -0.08
H 0.31176 -2.03501 -1.29778 -0.45 -0.30 0.15
O 0.78672 0.34975 0.07377 -0.10 0.94 0.07
H 0.01744 -0.04065 0.48854 -0.30 -0.11 0.24
H 1.10705 -0.32683 -0.52276 0.21 -0.36 -0.57
C 0.57827 -3.19007 1.93036 -1.37 1.21 -0.41
O 0.49565 -2.06030 2.39299 0.28 1.00 0.72
N -0.05984 -3.48839 0.81752 -0.95 -0.16 -2.55
N 1.18174 -4.19419 2.48139 2.51 -1.71 2.52
H -0.72898 -2.78301 0.54404 -0.38 -0.50 -0.44
H 0.02132 -4.39539 0.38063 -0.37 0.33 0.04
H 1.73189 -3.91999 3.28279 0.06 -0.58 0.02
H 1.18678 -5.15139 2.15913 -0.02 0.44 0.06
C -1.73149 3.92134 -0.76088 -0.75 0.73 -2.52
O -1.63731 3.97558 0.45616 0.19 -0.24 1.82
N -0.91424 3.18027 -1.48383 3.24 -2.13 0.51
N -2.59799 4.47636 -1.55654 -2.53 2.08 0.03
H -1.03831 2.93339 -2.45529 -0.33 -0.23 -0.04
H -0.16424 2.71574 -0.99209 0.59 -0.53 0.14
H -2.57096 4.34674 -2.55782 -0.11 0.17 0.24
H -3.29484 5.09447 -1.16609 -0.12 -0.02 -0.20
```
Positions in Å, forces in eV/Å.

2 unconnected molecules or ions with the total composition C2H7PS, computed with the ωB97M-V functional and the def2-TZVPD basis.

DFT total energy, Eh: -819.76633
Spin multiplicity: 1
Largest force on an atom, eV/Å: 1.56

```
11
Properties=species:S:1:pos:R:3:forces:R:3
C -1.10484 -0.64722 0.35654 -0.09 -0.05 0.16
C -0.03319 0.35082 0.09349 -0.40 0.24 -1.49
P 1.65579 -0.03647 -0.35730 0.32 0.32 0.20
S -0.46269 1.99858 0.37090 -0.10 0.02 0.26
H -2.07775 -0.26501 0.03994 -0.01 -0.08 0.03
H -0.90019 -1.57708 -0.17424 -0.06 0.06 0.09
H -1.16393 -0.86040 1.42861 -0.04 -0.09 0.08
H -0.21074 0.11424 -2.29614 0.00 0.03 0.61
H 2.12570 -0.20964 0.96522 0.29 -0.02 0.31
H 1.44826 -1.40414 -0.49730 -0.03 -0.50 -0.22
H 0.72357 2.53633 0.07027 0.10 0.08 -0.03
```
Positions in Å, forces in eV/Å.